1.
A structure of composition C27H17BaN3S3Se4. Source: the OMol25 dataset; level of theory: ωB97M-V with the def2-TZVPD basis set.

XYZ file:
```
55
Properties=species:S:1:pos:R:3:forces:R:3
Ba 0.832 0.865 -0.307 0.2208 1.6566 -1.2057
S -6.420 -1.654 0.517 0.0218 -0.0440 0.0401
C -7.460 -0.720 -0.462 -0.0207 -0.0247 0.0218
C -6.773 0.200 -1.190 0.0663 0.0246 -0.0139
C -5.375 0.143 -0.947 -0.0050 0.1291 -0.1080
C -5.022 -0.815 -0.040 0.0480 -0.0999 0.0893
C -3.678 -1.155 0.453 -0.1425 0.0663 -0.0740
C -2.546 -0.487 -0.049 0.1801 0.0266 -0.0283
N -1.311 -0.728 0.335 -0.2784 -0.3470 0.1806
C -1.091 -1.672 1.281 0.0245 0.0268 -0.0451
C -2.143 -2.403 1.843 -0.0251 -0.0704 0.0648
C -1.867 -3.403 2.838 -0.0616 0.0291 -0.0271
C -0.606 -3.640 3.246 0.0746 -0.0005 0.0148
C 0.499 -2.897 2.701 -0.0313 -0.1003 0.0822
C 1.825 -3.101 3.122 -0.0486 -0.0774 0.1157
C 2.855 -2.360 2.594 0.1171 0.0235 0.0207
C 2.508 -1.413 1.608 -0.1051 0.0424 -0.0750
N 1.277 -1.208 1.191 0.1216 -0.7277 0.5251
C 0.262 -1.927 1.726 0.0698 0.0234 -0.0534
C 4.258 -2.496 3.000 -0.0912 -0.0796 0.0354
C 5.324 -1.744 2.593 0.0887 0.1350 -0.0603
C 6.547 -2.143 3.194 -0.0282 0.0462 -0.0439
C 6.388 -3.191 4.046 0.0080 -0.0329 0.0433
S 4.760 -3.699 4.129 -0.0507 -0.0439 -0.0032
C -3.445 -2.120 1.405 -0.0773 -0.1019 0.0905
H -8.523 -0.902 -0.443 0.0429 0.0195 -0.0132
H -7.242 0.894 -1.873 0.0232 -0.0211 0.0219
H -4.665 0.800 -1.432 -0.0567 -0.0250 0.0134
H -2.662 0.281 -0.808 -0.0105 -0.0357 0.0327
H -2.697 -3.960 3.255 0.0130 0.0185 -0.0126
H -0.401 -4.391 4.000 0.0036 0.0205 -0.0178
H 2.018 -3.847 3.886 -0.0111 0.0132 -0.0180
H 3.272 -0.787 1.153 -0.0606 0.0057 0.0183
H 5.247 -0.915 1.899 0.0296 -0.0425 0.0484
H 7.497 -1.666 3.003 -0.0402 -0.0112 -0.0019
H 7.138 -3.693 4.638 -0.0224 0.0311 -0.0368
H -4.270 -2.676 1.837 0.0212 0.0089 -0.0051
Se 3.872 1.530 -0.476 0.4661 -0.3502 -0.1489
Se 3.347 3.798 -0.228 -0.1892 -0.0657 -0.1538
Se 2.344 3.963 1.856 0.0161 -0.0564 0.0580
Se 0.168 3.171 1.543 -0.4504 0.2068 0.3504
S -1.917 4.486 -3.607 -0.0270 0.0131 0.0369
C -1.529 3.274 -2.438 0.0215 0.0979 -0.0969
N -0.395 2.680 -2.582 0.1242 -0.2449 0.2401
C 0.293 3.198 -3.675 -0.0010 -0.0472 0.0834
C 1.579 2.824 -4.069 0.0224 -0.0496 0.0164
C 2.136 3.442 -5.168 0.0042 0.0086 -0.0047
C 1.433 4.427 -5.877 -0.0450 0.0094 0.0238
C 0.167 4.817 -5.489 0.0413 -0.0007 -0.0124
C -0.392 4.195 -4.375 -0.0489 0.0229 -0.0079
H -2.214 3.072 -1.623 0.0519 -0.0065 -0.0334
H 2.131 2.086 -3.499 0.0208 0.0351 -0.0007
H 3.138 3.175 -5.479 -0.0270 0.0015 0.0087
H 1.895 4.900 -6.734 -0.0031 -0.0166 0.0168
H -0.367 5.590 -6.025 0.0152 -0.0186 0.0085
```
Positions in Å, forces in eV/Å.

For the energy above the lowest of the compared OMol25 structures with the same formula, charge and spin, the calculation gives 16.1 kcal/mol. For the total energy, the calculation gives -12029.3074 Eh. For the HOMO-LUMO gap, the calculation gives 4.942 eV. The value obtained for the lowest unoccupied orbital energy is -1.206 eV.

natural (NBO) population analysis, charges in e, atoms 1 to 4:
1 Ba 1.71
2 S 0.45
3 C -0.40
4 C -0.25


2.
A structure of composition C27H17BrClIN4ORuS. Source: the OMol25 dataset; level of theory: ωB97M-V with the def2-TZVPD basis set.

XYZ file:
```
54
Properties=species:S:1:pos:R:3:forces:R:3
Ru -0.026 0.979 0.541 -0.1375 1.2756 0.1641
Cl -6.723 2.212 1.862 0.1037 0.0052 -0.0071
C -4.988 2.189 1.890 -0.1377 -0.0334 -0.0366
C -4.319 2.731 2.945 0.1184 0.0774 0.1223
C -2.909 2.700 3.006 -0.1523 0.0587 0.1734
I -1.925 3.500 4.647 -0.0065 0.0114 0.0284
C -2.159 2.133 2.003 0.3444 -0.0540 -0.1137
O -0.834 2.054 2.034 -0.3206 -0.0925 -0.1117
C -2.866 1.604 0.887 0.0544 -0.0998 -0.2442
N -2.098 1.078 -0.125 -0.2175 -0.3538 0.2022
C -2.691 0.535 -1.170 0.0460 0.1583 -0.0466
C -4.084 0.473 -1.298 0.0378 0.0004 -0.0873
C -4.868 1.003 -0.311 -0.0679 0.0196 0.0436
C -4.274 1.601 0.819 0.0114 -0.0051 -0.1080
H -4.878 3.186 3.751 0.0307 -0.0103 0.0126
H -2.042 0.163 -1.955 0.0019 -0.0813 0.0444
H -4.518 0.015 -2.176 0.0051 0.0180 0.0076
H -5.947 0.970 -0.384 0.0137 0.0121 0.0012
N 1.068 -2.364 -1.759 -0.1610 0.1302 -0.3821
C 1.651 -2.043 -3.020 -0.0427 -0.0388 0.3150
C 2.218 -3.049 -3.773 0.0948 -0.1044 -0.0847
C 2.804 -2.756 -4.999 -0.0145 -0.0887 0.0527
C 2.832 -1.453 -5.458 -0.0218 0.1116 0.0124
C 2.273 -0.437 -4.688 0.0603 -0.0079 -0.0801
C 1.676 -0.733 -3.478 -0.1228 0.1503 0.1245
S 0.914 0.590 -2.561 0.0934 -0.2426 0.0656
N 0.609 -0.172 -1.055 -0.1176 0.7016 -0.4910
C 0.629 -1.440 -0.880 0.0419 -0.5551 0.6617
C 0.128 -1.860 0.456 0.2261 -0.0362 -0.3959
C -0.077 -3.161 0.850 -0.0777 -0.2356 0.2428
C -0.567 -3.407 2.129 0.0643 -0.1357 -0.1726
C -0.831 -2.344 2.970 0.0062 0.1248 0.0434
C -0.623 -1.056 2.507 -0.0176 -0.0694 0.1664
N -0.165 -0.828 1.274 0.1096 -0.1391 -0.1162
H 1.142 -3.318 -1.457 -0.0048 -0.0468 0.0020
H 2.207 -4.069 -3.402 -0.0005 0.0189 -0.0259
H 3.243 -3.551 -5.586 -0.0140 0.0086 0.0154
H 3.289 -1.218 -6.409 -0.0090 0.0142 0.0166
H 2.298 0.590 -5.035 0.0138 -0.0312 -0.0065
H 0.118 -3.987 0.180 0.0183 -0.0054 0.0254
H -0.738 -4.423 2.459 0.0099 0.0146 -0.0170
H -1.202 -2.498 3.973 0.0021 0.0212 -0.0177
H -0.816 -0.178 3.110 -0.0011 0.0098 -0.0216
Br 6.171 2.380 2.566 0.0605 0.0182 0.0158
C 4.446 2.029 1.898 0.0047 -0.0205 -0.0199
C 4.296 1.157 0.827 -0.0425 0.0260 -0.0294
C 3.025 0.883 0.357 -0.0065 0.1025 0.0586
C 1.883 1.466 0.935 0.1894 -0.5965 0.0542
C 2.077 2.369 1.993 0.0358 0.0505 -0.1443
C 3.351 2.643 2.477 -0.0808 0.0457 -0.0114
H 5.166 0.703 0.371 -0.0065 0.0073 0.0054
H 2.936 0.220 -0.494 0.0001 -0.0548 0.0454
H 1.230 2.860 2.452 -0.0166 -0.0449 0.0571
H 3.486 3.330 3.302 -0.0007 -0.0087 -0.0092
```
Positions in Å, forces in eV/Å.

For the energy above the lowest of the compared OMol25 structures with the same formula, charge and spin, the calculation gives 4.0 kcal/mol. As for the expectation value of S²: 0.76. The spin multiplicity is 2. For the total energy, the calculation gives -5158.1497 Eh. For the HOMO-LUMO gap (alpha / beta), the calculation gives 6.516 / 6.077 eV. The value obtained for the lowest unoccupied orbital energy (alpha / beta) is -3.860 / -4.322 eV. As for the total charge: +1.

natural (NBO) population analysis, charges in e, atoms 1 to 4:
1 Ru 1.03
2 Cl 0.03
3 C -0.06
4 C -0.21


> The lowest energy above the lowest of the compared OMol25 structures with the same formula, charge and spin belongs to which entry?

C27H17BrClIN4ORuS